C29H39N8O4SSiW | ωB97M-V with the def2-TZVPD basis set

Structure (XYZ):
```
83
Properties=species:S:1:pos:R:3:forces:R:3:mulliken_charge:R:1
W -0.338302 -0.591136 0.022618 -0.3 -0.3 1.1 -0.4085
C -1.124622 2.683692 -0.349608 0.1 0.0 0.0 -0.9161
N -0.244350 1.801300 -1.092090 -0.3 0.0 -0.1 0.2966
C -0.645424 1.485938 -2.453306 0.0 -0.1 0.0 -1.4348
C -1.649128 0.371369 -2.391309 0.1 0.4 -0.2 0.4021
N -2.379359 0.158558 -1.323053 -0.4 -0.1 -0.1 -0.2517
C -3.245123 -0.872373 -1.712189 0.0 0.1 0.1 0.3926
C -4.309018 -1.443414 -1.027452 0.0 0.0 0.0 -0.9104
C -5.029161 -2.434845 -1.664800 0.0 -0.1 -0.2 -0.3815
C -4.692188 -2.859762 -2.961169 -0.1 0.0 0.2 -0.5652
C -3.651142 -2.279777 -3.661548 0.1 0.1 0.0 -1.0961
C -2.953431 -1.263808 -3.020259 0.1 0.0 -0.1 0.4742
N -1.941732 -0.414160 -3.452484 -0.1 -0.1 0.0 0.0028
C -1.050582 2.276203 1.086713 0.0 0.2 -0.2 -0.2018
N -0.765226 1.064120 1.457374 0.4 -0.1 0.3 0.1332
C -0.630222 1.119733 2.850349 -0.2 0.0 -0.2 0.1728
C -0.304735 0.124803 3.765014 0.1 0.0 -0.1 0.7439
C -0.255302 0.472135 5.098009 0.0 0.2 0.1 -1.4594
C -0.526558 1.784478 5.526761 0.0 -0.2 0.0 -0.6578
C -0.849557 2.781602 4.630476 0.0 0.0 -0.2 -1.0665
C -0.883216 2.422775 3.285969 -0.1 0.1 -0.1 0.1880
N -1.140419 3.147496 2.130947 0.0 -0.2 0.2 -0.1173
H -0.866645 3.749909 -0.436842 0.0 0.0 -0.1 0.4555
H -2.141907 2.552491 -0.717122 0.0 0.0 0.0 0.4231
H 0.736942 2.036967 -1.002462 0.0 -0.2 0.1 0.0651
H -1.105644 2.332075 -2.983382 0.0 0.0 0.0 0.5314
H 0.225296 1.152100 -3.014487 -0.1 0.0 0.0 0.4193
H -4.548870 -1.121387 -0.024039 0.0 0.0 0.0 0.3891
H -5.858420 -2.905603 -1.151899 0.0 0.0 0.0 0.4111
H -5.263107 -3.655629 -3.422141 0.0 0.0 0.0 0.3729
H -3.394996 -2.598010 -4.663001 0.0 0.0 0.0 0.4510
H -1.149553 -0.688364 -4.042058 0.0 0.0 0.0 0.5480
H -0.071506 -0.868681 3.413347 0.0 0.0 0.0 0.4817
H 0.010831 -0.279428 5.829883 0.0 0.0 0.0 0.4656
H -0.472232 2.019407 6.582229 0.0 0.0 0.0 0.3905
H -1.050615 3.793892 4.956595 0.0 0.0 0.0 0.4203
H -1.348172 4.126748 2.058892 0.0 0.0 0.0 0.2557
O 2.194921 -2.338748 -2.465385 0.0 0.1 0.0 -0.7165
S 1.087448 -1.414086 -2.409709 -0.1 0.1 0.1 1.0186
O 0.687873 -0.940124 -3.750603 0.1 -0.1 0.1 -0.8796
O -0.118873 -1.995289 -1.694725 0.0 -0.2 -0.2 -0.5844
O 1.360673 -0.225816 -1.501939 0.0 -0.1 -0.5 -0.6453
C 2.411575 3.596108 0.501827 0.0 0.0 0.0 -1.3992
C 2.660518 2.369155 1.342146 0.0 0.0 0.0 1.1398
C 3.545939 2.402371 2.402499 0.0 -0.1 0.0 -1.2862
C 3.733074 1.209324 3.107244 0.0 0.1 0.0 -0.7307
C 3.054677 0.081465 2.733017 -0.1 0.0 -0.1 -0.9249
C 2.159224 0.112415 1.622156 0.0 -0.1 0.1 -0.1805
N 1.994422 1.277780 0.961482 0.0 0.1 0.0 0.6533
N 1.446966 -0.983519 1.222515 0.3 0.1 -0.1 0.3816
Si 2.380931 -2.475809 1.064466 -0.3 0.1 0.3 0.8922
C 1.388962 -3.843213 0.267768 -0.1 0.0 -0.2 -0.6745
C 2.910046 -3.224791 2.746458 0.0 0.1 0.0 -1.6922
C 3.983711 -2.100835 0.189750 0.1 0.0 -0.1 -1.2301
H 2.977506 4.454507 0.865942 0.0 0.0 0.0 0.4639
H 1.350622 3.857565 0.508364 0.0 0.0 0.0 0.1199
H 2.699473 3.404849 -0.534066 0.0 0.0 0.0 0.2050
H 4.068115 3.312478 2.665854 0.0 0.0 0.0 0.3521
H 4.397754 1.178991 3.963928 0.0 0.0 0.0 0.4163
H 3.158441 -0.829001 3.300514 0.0 -0.1 0.0 0.3791
H 1.526037 -4.770424 0.827656 0.0 0.0 0.0 0.4746
H 1.699473 -3.993543 -0.767449 0.0 0.0 0.0 0.4194
H 0.329371 -3.586758 0.240560 0.1 -0.1 0.0 -0.3260
H 2.185868 -3.039410 3.545400 0.0 0.0 0.0 0.3914
H 3.881143 -2.850470 3.080328 0.0 0.0 0.0 0.3161
H 2.998414 -4.308351 2.635166 0.0 0.0 0.0 0.4454
H 3.787485 -1.527292 -0.716503 0.0 0.0 0.0 0.2273
H 4.502848 -3.018643 -0.099789 0.0 0.0 0.0 0.4435
H 4.636149 -1.523914 0.850176 0.0 0.0 0.0 0.2831
C -2.611282 -3.744068 1.014784 -0.1 0.0 0.0 -1.5304
C -1.956107 -2.638499 1.849995 0.0 -0.1 -0.1 1.6710
C -0.889908 -3.273391 2.778136 0.0 0.0 0.0 -0.9205
C -3.026321 -1.931311 2.689774 0.0 0.0 0.1 -1.3666
N -1.339931 -1.682429 0.972972 0.4 0.5 -0.3 2.0253
H -3.008483 -4.522564 1.673323 0.0 0.0 0.0 0.4469
H -1.877346 -4.193319 0.344704 0.0 0.0 0.0 0.3745
H -3.423961 -3.348491 0.406375 0.0 0.0 0.0 0.0776
H -1.209087 -3.253503 3.823333 0.0 0.0 0.0 0.4055
H 0.053224 -2.736676 2.692339 0.0 0.0 0.0 -0.5695
H -0.691058 -4.310150 2.503714 0.0 0.0 0.0 0.4229
H -3.492456 -2.633917 3.386770 0.0 0.0 0.0 0.4586
H -3.801696 -1.515490 2.046577 0.0 0.0 0.0 0.0656
H -2.585480 -1.113732 3.262777 0.0 0.0 0.0 0.2669
```
Positions in Å, forces in eV/Å.

Properties
Energy relative to the best compared isomer or geometry (same formula, charge and spin): 55.8 kJ/mol
Lowest unoccupied orbital energy: 2.3 eV
Orbital gap: 4.75 eV
2S+1: 1
Max |F|: 1.22 eV/A
Net charge: -1
HOMO: -2.48 eV
DFT total energy: -2622.5208 Eh

***

C7H20AsCdN4O2S2 | ωB97M-V with the def2-TZVPD basis set

Structure (XYZ):
```
37
Properties=species:S:1:pos:R:3:forces:R:3:mulliken_charge:R:1
Cd -0.069700 0.040500 0.570500 0.6 2.4 1.0 1.2676
N 2.332400 -0.106500 -0.132000 -0.3 -0.1 -0.4 -0.5769
N 2.791800 1.227500 -0.221300 0.4 0.2 0.2 -0.0428
C 1.946000 2.242600 -0.473600 0.2 -0.2 -0.1 0.5721
N 2.425600 3.484300 -0.341700 0.2 -0.1 0.1 -0.4279
S 0.380200 1.999300 -1.036200 -0.3 0.2 -0.2 -0.5086
H 3.062400 -0.706700 0.245900 -0.1 0.3 0.0 0.2137
H 2.078800 -0.457100 -1.061900 0.2 0.2 0.2 0.3244
H 3.654100 1.435700 0.267300 -0.1 -0.2 -0.1 0.2457
H 3.387700 3.670400 -0.108600 0.0 0.0 0.0 0.1985
H 1.824200 4.255200 -0.575100 0.0 0.0 0.0 0.1970
N -2.545900 -0.034800 -0.049900 -0.1 0.1 -0.2 -0.6114
C -3.169500 -1.358400 0.162600 -0.3 -0.3 0.1 -0.6272
C -2.279900 -2.494400 -0.379700 0.3 0.2 0.0 -0.4642
C -0.874100 -2.060400 -0.005500 -0.9 -1.5 -0.6 0.7010
O -0.574100 -1.976100 1.214700 -0.3 -0.8 1.0 -0.8194
O -0.152300 -1.570000 -0.898700 0.2 -0.6 -1.3 -0.6972
H -3.170900 0.684200 0.313100 0.2 -0.1 -0.1 0.2330
H -2.475900 0.121000 -1.057800 0.0 0.1 0.2 0.2607
H -4.149500 -1.410300 -0.328800 0.1 0.0 0.2 0.3693
H -3.304700 -1.493300 1.241300 0.0 0.0 -0.2 0.2716
H -2.347700 -2.566600 -1.464600 0.0 0.0 0.0 0.3440
H -2.558100 -3.444300 0.069900 0.0 0.0 0.1 0.3218
C -0.431900 1.558700 5.671200 0.0 -0.1 -0.1 -1.0490
As 0.156200 0.252900 4.347100 0.1 0.0 0.9 0.6832
C 1.687200 -0.654900 5.143500 -0.1 0.0 -0.1 -1.0501
C -1.258000 -1.072500 4.176300 0.2 0.2 -0.2 -0.9151
S 0.760700 1.352200 2.648400 -0.2 0.0 -0.2 -0.5645
H -0.512000 1.097900 6.655800 0.0 -0.1 -0.1 0.3851
H -1.401700 1.966300 5.378700 0.1 -0.1 0.0 0.3408
H 0.289300 2.378300 5.710400 0.0 -0.2 -0.1 0.3518
H 1.471600 -0.897800 6.185000 -0.1 0.0 -0.1 0.3931
H 2.566700 -0.007800 5.096600 -0.2 0.0 -0.1 0.3466
H 1.886400 -1.573200 4.587700 -0.1 0.1 0.0 0.3400
H -1.368500 -1.582900 5.132800 0.0 0.1 0.0 0.4451
H -0.999500 -1.789300 3.393900 0.0 0.1 0.1 0.2112
H -2.194100 -0.574300 3.914100 0.2 0.0 0.0 0.3371
```
Positions in Å, forces in eV/Å.

Properties
Lowest unoccupied orbital energy: -2.3 eV
Orbital gap: 9.46 eV
2S+1: 1
Max |F|: 2.68 eV/A
Net charge: +1
HOMO: -11.72 eV
DFT total energy: -3847.9599 Eh

***

C2H8O4 | ωB97M-V with the def2-TZVPD basis set

Structure (XYZ):
```
14
Properties=species:S:1:pos:R:3:forces:R:3:mulliken_charge:R:1
C 0.302072 -1.526231 1.796634 0.6 -0.6 -0.1 -0.9966
C 0.011735 -0.902670 0.466291 -0.1 -0.4 0.2 0.7012
O -0.659583 0.084549 0.318888 0.1 0.5 -0.1 -0.5416
O 0.562917 -1.578215 -0.558067 0.2 0.5 0.3 -0.4598
H -0.162703 -2.506053 1.860719 -0.2 -0.1 0.0 0.2852
H 1.369064 -1.717955 1.909735 0.1 0.0 -0.2 0.2962
H 0.004762 -0.907983 2.619372 -0.5 0.4 0.2 0.3011
H 0.590282 -0.941030 -1.305242 -0.2 -0.3 -0.2 0.4488
O 0.766168 0.048216 -2.806120 0.3 0.3 -0.5 -0.6419
H 0.969778 0.983261 -2.956720 -0.2 -0.2 0.3 0.3018
H 1.113320 -0.380084 -3.597884 -0.1 -0.2 0.1 0.3026
O -1.963589 3.245789 0.589616 0.3 0.0 0.1 -0.6386
H -1.396509 2.523796 0.290193 -0.2 -0.2 0.0 0.3331
H -1.507710 3.574606 1.372580 -0.1 0.0 -0.1 0.3084
```
Positions in Å, forces in eV/Å.

Properties
Energy relative to the best compared isomer or geometry (same formula, charge and spin): 34.3 kJ/mol
Lowest unoccupied orbital energy: 0.3 eV
Orbital gap: 10.69 eV
2S+1: 1
Max |F|: 0.84 eV/A
SMILES: CC(=O)O.O.O
HOMO: -10.36 eV
DFT total energy: -381.9849 Eh

***

C29H21Cl2F5InN3O3P | ωB97M-V with the def2-TZVPD basis set

Structure (XYZ):
```
65
Properties=species:S:1:pos:R:3:forces:R:3:mulliken_charge:R:1
In 1.152627 -0.006749 -1.162004 -0.1 0.2 0.5 1.8384
N -0.910409 0.048644 -2.508152 0.3 -0.2 -0.4 -0.2356
C -2.182429 0.173416 -1.876795 -0.5 0.0 0.4 0.0343
C -3.300599 0.566137 -2.605075 0.0 0.0 0.0 -0.5580
C -4.545739 0.617736 -2.005148 0.1 0.0 0.0 -0.8299
C -4.688947 0.287620 -0.665751 0.0 -0.1 0.1 -0.8475
C -3.580689 -0.077634 0.072371 0.0 -0.1 -0.2 -0.2964
C -2.318255 -0.127733 -0.520149 0.2 0.2 -0.1 0.2639
P -0.875868 -0.519378 0.512631 -0.3 -0.3 -0.3 1.2394
C -1.264123 -2.207604 1.065825 0.2 0.3 0.1 1.1117
C -2.033120 -2.410172 2.208715 0.0 0.0 0.0 -0.7431
C -2.417813 -3.692720 2.555213 -0.1 0.0 0.1 -0.7975
C -2.041910 -4.769504 1.769211 0.0 0.0 0.0 -0.6181
C -1.261055 -4.567778 0.641209 0.0 -0.1 0.0 -0.7700
C -0.868519 -3.289065 0.284886 0.1 0.1 0.0 -0.7263
C -1.047966 0.552414 1.959573 0.0 -0.1 0.1 0.5898
C -1.778750 1.734295 1.891968 -0.1 -0.1 0.1 -0.6165
C -1.806034 2.596808 2.971175 0.0 0.0 0.0 -0.9439
C -1.096890 2.296055 4.121802 0.0 0.0 0.0 -0.6484
C -0.369431 1.119619 4.196033 0.1 0.1 0.1 -0.8749
C -0.335522 0.254912 3.118028 -0.1 -0.1 -0.1 -0.1627
H -0.859839 0.645187 -3.335501 0.1 -0.1 0.2 0.3099
H -0.773228 -0.912618 -2.828719 0.0 0.2 -0.1 0.3981
H -3.193002 0.827992 -3.648127 0.0 0.0 -0.1 0.4871
H -5.409432 0.907812 -2.580832 -0.1 0.1 -0.1 0.4313
H -5.658926 0.315383 -0.195374 -0.1 0.0 0.0 0.4678
H -3.685582 -0.333719 1.117227 0.0 0.0 0.1 0.4556
H -2.325178 -1.572335 2.825630 0.0 0.0 0.0 0.3749
H -3.012237 -3.848300 3.442452 -0.1 0.0 0.1 0.4530
H -2.351856 -5.766308 2.042505 0.0 -0.1 0.0 0.4120
H -0.956712 -5.411623 0.042643 0.0 -0.1 -0.1 0.4667
H -0.255519 -3.127876 -0.595858 0.0 0.0 0.0 0.3710
H -2.312314 1.990487 0.990631 -0.1 0.1 -0.1 0.4523
H -2.375792 3.510335 2.904232 0.0 0.1 0.0 0.4804
H -1.103499 2.980774 4.954707 0.0 0.1 0.1 0.4410
H 0.184008 0.885901 5.092153 0.1 -0.1 0.1 0.4544
H 0.235493 -0.659586 3.189969 0.0 -0.1 0.0 0.3559
N 4.045958 -0.545500 0.285840 0.5 0.0 -0.1 -0.1315
C 4.659180 -1.371577 1.141479 -0.2 -0.2 0.3 -0.0771
C 3.672977 -1.976415 1.898552 0.1 0.0 -0.1 -1.5551
C 2.476390 -1.457480 1.406618 0.3 0.0 0.1 -0.2319
N 2.726077 -0.586689 0.437476 -1.0 0.3 -0.5 0.2914
H 4.461598 0.005552 -0.455476 -0.2 -0.1 0.1 0.1718
H 5.727664 -1.482801 1.169068 0.1 0.1 -0.1 0.4887
H 3.790518 -2.697955 2.681484 0.1 -0.1 0.1 0.4406
H 1.463563 -1.676843 1.697825 0.0 0.0 0.0 0.6386
F 3.024307 5.173334 -2.245231 0.1 0.2 -0.2 -0.3187
C 2.536443 4.220350 -1.451604 0.6 -0.4 0.5 0.5442
C 2.457957 4.300400 -0.006110 -0.1 -0.2 -0.5 -0.2484
F 2.991549 3.614223 0.987314 -0.1 0.4 -0.1 -0.1923
C 1.166322 4.240653 -0.674870 0.3 -0.3 0.6 -0.1052
F 0.237659 5.198537 -0.645699 0.0 0.1 0.0 -0.3619
C 0.784323 2.779376 -0.632049 -0.1 0.6 -0.5 -0.1948
O 0.418792 2.145720 0.326508 -0.1 0.3 0.3 -0.1290
C 1.381798 2.120983 -1.853545 -0.2 -1.3 0.3 1.4197
F 0.677220 2.544188 -2.969881 0.0 0.0 -0.3 -0.4284
C 2.668091 2.774807 -1.747317 0.0 0.4 0.4 -0.2621
F 3.664028 2.057369 -1.210753 0.0 0.5 -0.4 -0.1627
Cl 1.501794 0.120454 -4.921104 -0.3 0.4 -0.8 -0.1193
C 2.410630 -1.364002 -4.549023 0.1 -0.1 -0.1 0.0185
Cl 4.072334 -1.242705 -5.082394 -0.1 -0.2 -0.1 -0.1321
C 2.251999 -1.292961 -3.049551 1.0 -0.8 -0.9 0.2484
O 3.030871 -0.590077 -2.402464 0.5 0.7 0.5 -0.5330
O 1.223280 -1.813852 -2.565167 -1.2 -0.1 0.8 -0.6886
H 1.901737 -2.207918 -5.013231 0.2 0.1 0.1 0.3906
```
Positions in Å, forces in eV/Å.

Properties
Energy relative to the best compared isomer or geometry (same formula, charge and spin): 287.0 kJ/mol
Lowest unoccupied orbital energy (alpha / beta): -4.0 / -3.9 eV
Orbital gap (alpha / beta): 7.81 / 7.90 eV
2S+1: 1
Max |F|: 1.56 eV/A
Net charge: +1
HOMO (alpha / beta): -11.81 / -11.82 eV
DFT total energy: -3458.5263 Eh

***

C6H10ClNO2 | ωB97M-V with the def2-TZVPD basis set

Structure (XYZ):
```
20
Properties=species:S:1:pos:R:3:forces:R:3:mulliken_charge:R:1
C -1.114167 1.132707 1.108693 1.9 -0.5 -2.3 -0.9450
C -0.018475 0.063824 1.218088 -1.4 -1.4 1.1 0.3433
O -0.358835 -1.031471 2.093338 -0.3 1.7 -0.7 -0.5602
C 1.142161 -0.007459 0.596089 0.4 0.8 0.1 0.6005
C 2.199465 -1.050073 0.852371 -1.0 0.7 -2.0 -1.2969
Cl 1.438766 1.289671 -0.584754 0.3 -0.6 0.4 -0.2364
H -1.757727 0.982264 0.195455 0.9 0.2 0.7 -0.0318
H -0.546052 2.106061 1.010509 -1.3 -0.8 0.5 0.3525
H -1.759852 0.958526 1.913192 -0.8 0.5 1.5 0.3782
H 0.394552 -1.269843 2.637834 0.1 0.1 0.0 0.3042
H 3.101493 -0.680566 1.275783 0.7 0.4 0.4 0.3033
H 2.381685 -1.469340 -0.125764 0.7 -0.2 -0.4 0.3269
H 1.779450 -1.859617 1.384747 -0.3 -0.7 0.9 0.4297
C -2.460582 0.273879 -2.211558 2.6 1.2 -3.3 -0.9339
C -1.868321 -1.056290 -2.058868 -0.6 0.3 1.1 0.2445
N -1.533014 -1.949199 -1.384104 -0.2 0.6 -2.0 0.5313
O -1.127775 -3.006620 -1.028391 0.5 -1.1 1.2 -0.6547
H -1.632428 1.007951 -1.993246 -0.9 -0.5 -0.1 0.2461
H -3.274416 0.489671 -1.603545 -1.5 0.1 1.1 0.3227
H -2.719086 0.487427 -3.327754 0.2 -0.5 2.0 0.2757
```
Positions in Å, forces in eV/Å.

Properties
Energy relative to the best compared isomer or geometry (same formula, charge and spin): 400.0 kJ/mol
Lowest unoccupied orbital energy: 0.6 eV
Orbital gap: 9.44 eV
2S+1: 1
Max |F|: 4.38 eV/A
SMILES: C/C(O)=C(/C)Cl.CC#[N+][O-]
HOMO: -8.86 eV
DFT total energy: -899.9042 Eh

***

C5H7NO | ωB97M-V with the def2-TZVPD basis set

Structure (XYZ):
```
14
Properties=species:S:1:pos:R:3:forces:R:3:mulliken_charge:R:1
C -1.666350 0.943633 -1.675452 -0.2 0.1 -0.1 -0.6457
N -0.373891 0.286359 -1.590712 0.0 -0.3 0.4 -0.4383
C -0.174107 -0.277260 -0.475491 -0.1 0.0 -0.2 0.1367
C 1.004549 -1.071276 -0.078047 -0.1 -0.1 0.0 -0.3014
C 1.400507 -1.028327 1.200442 0.2 0.1 -0.1 -0.4127
C 1.113933 0.181697 2.003475 -0.1 0.2 0.1 0.0522
O 0.417192 1.110175 1.647294 0.2 -0.4 0.3 -0.4862
H -1.522472 2.023630 -1.773280 0.0 -0.1 -0.1 0.2405
H -2.199133 0.592273 -2.563081 0.1 0.1 0.0 0.2686
H -2.294158 0.760171 -0.788334 0.1 0.0 -0.2 0.2925
H -0.938419 -0.262400 0.308884 0.0 0.1 -0.1 0.2658
H 1.480854 -1.738054 -0.793365 -0.3 -0.1 0.1 0.3483
H 2.054868 -1.777163 1.639910 0.2 0.3 -0.2 0.3486
H 1.696627 0.256541 2.937755 -0.1 -0.1 0.2 0.3311
```
Positions in Å, forces in eV/Å.

Properties
Energy relative to the best compared isomer or geometry (same formula, charge and spin): 206.9 kJ/mol
Lowest unoccupied orbital energy: -0.5 eV
Orbital gap: 9.21 eV
2S+1: 1
Max |F|: 0.53 eV/A
SMILES: C/N=C/C=C\C=O
HOMO: -9.66 eV
DFT total energy: -324.6457 Eh

***

Question: Look up the DFT total energy of the fourth one.
Answer: -3458.5263 Eh

***

Question: Number 4 is which compound?
Answer: C29H21Cl2F5InN3O3P

***

Question: Which of these has the highest max |F|?
Answer: C6H10ClNO2